1.
Entry from the Open Molecules 2025 dataset: a single C9H7ClO6S molecule at a distorted geometry (ωB97M-V with the def2-TZVPD basis set).

The calculation puts the orbital gap at 8.79 eV. The value obtained for the HOMO energy is -9.321 eV. Its SMILES is O=C(O)c1cc(S(=O)(=O)Cl)cc2c1OCCO2.

```
! wB97M-V def2-TZVPD RIJCOSX def2/J DEFGRID3
* xyz 0 1
O 2.3272 0.0030 2.5095
O -3.7966 1.7299 1.7235
O -4.5480 0.2929 -0.0987
Cl -3.4164 2.8636 -0.9807
O 0.4401 0.1903 3.6962
O 0.3811 -0.8118 -2.3853
O 2.1531 -0.5777 -0.1597
C 1.1022 0.1022 2.5455
C -1.3627 0.1167 -1.0063
C -1.0414 0.5500 1.3468
C 0.0122 -0.2963 -1.1480
C 0.8355 -0.2139 -0.0109
C 0.3103 0.1573 1.2670
C -1.8796 0.5877 0.2189
C 1.6484 -1.4405 -2.3839
C 2.6758 -0.7054 -1.5194
S -3.5534 1.2670 0.3548
H 1.0985 0.1177 4.4034
H -2.0128 -0.0109 -1.8573
H -1.3638 0.9551 2.3015
H 1.4778 -2.4266 -1.9782
H 2.0120 -1.5186 -3.3833
H 2.8720 0.3188 -1.8836
H 3.6286 -1.2508 -1.5720
*
```

2.
Entry from the Open Molecules 2025 dataset: C9H7F2NO2 as an isolated structure at a distorted geometry (ωB97M-V with the def2-TZVPD basis set).

The calculation puts the orbital gap at 9.80 eV. The value obtained for the HOMO energy is -9.445 eV.

```
! wB97M-V def2-TZVPD RIJCOSX def2/J DEFGRID3
* xyz 0 1
C -1.0948 1.3493 0.7145
C -1.3932 0.0694 1.0941
C 0.0329 1.5626 0.0098
C -0.5446 -0.9390 1.0070
C 0.9116 0.4718 -0.2580
C 0.6766 -0.7740 0.3768
C -4.5522 0.1755 -0.9214
C 2.1955 0.4575 -1.0218
C 1.7878 -1.7093 0.2108
N 3.0692 -0.6061 -0.6947
O -4.5783 0.6579 0.1126
O -4.5080 -0.3189 -1.9745
F 2.3944 -2.3617 1.1752
F 3.9425 -0.0624 0.2691
H -1.6499 2.1733 0.9684
H -2.2974 -0.0243 1.5866
H 0.3171 2.6079 -0.3857
H -0.8341 -1.9102 1.3549
H 1.8907 0.2165 -2.0023
H 2.6878 1.3481 -1.0570
H 1.5465 -2.3839 -0.5644
*
```

3.
Entry from the Open Molecules 2025 dataset: a single C9H7NO2 molecule at a distorted geometry (ωB97M-V with the def2-TZVPD basis set).

The calculation puts the orbital gap at 9.76 eV. The value obtained for the HOMO energy is -9.730 eV. Its SMILES is CC(=O)Oc1cccc(C#N)c1.

```
! wB97M-V def2-TZVPD RIJCOSX def2/J DEFGRID3
* xyz 0 1
C -2.5463 -0.8715 1.1670
C -2.5389 -0.5073 -0.3925
C -0.1309 -0.3085 -0.5983
C -0.3172 1.0956 -0.3006
C 0.8728 1.9205 -0.0355
C 2.1181 1.2727 -0.1470
C 2.2630 -0.0355 -0.4650
C 1.1580 -0.8348 -0.6508
C 3.5219 -0.8579 -0.2438
H -3.6170 -1.2035 1.4276
H -2.5179 0.0760 1.8169
H -1.9282 -1.7277 1.3320
H -1.3112 1.4247 -0.1209
H 0.6825 2.9459 0.3236
H 3.0153 1.8909 -0.2278
H 1.2986 -1.9687 -0.7871
N 4.5603 -1.3536 -0.0381
O -3.2302 0.0734 -1.1107
O -1.3527 -1.0307 -0.9491
*
```

4.
Entry from the Open Molecules 2025 dataset: a single C9H7NO3 molecule at a distorted geometry (ωB97M-V with the def2-TZVPD basis set).

The calculation puts the orbital gap at 9.43 eV. The value obtained for the HOMO energy is -9.739 eV. Its SMILES is O=C1Cc2ccccc2C(=O)N1O.

```
! wB97M-V def2-TZVPD RIJCOSX def2/J DEFGRID3
* xyz 0 1
C -0.5349 0.9551 2.1144
C -1.3241 0.8855 0.8048
C -0.6450 0.3435 -0.3543
C -1.1736 0.4676 -1.6103
C -0.6096 -0.1138 -2.7390
C 0.5620 -0.9064 -2.6437
C 1.1147 -1.0324 -1.3774
C 0.5844 -0.3935 -0.2763
C 1.1874 -0.5010 1.0542
H 1.9943 -0.5147 3.2940
H -1.8852 1.8781 0.8080
H -2.1830 0.0667 1.0613
H -2.0530 1.1077 -1.7450
H -1.1191 0.1345 -3.6457
H 0.9970 -1.4518 -3.4953
H 2.0331 -1.6019 -1.1649
N 0.5640 0.1221 2.1467
O 1.1451 -0.0212 3.4688
O -0.9734 1.5659 3.0828
O 2.3190 -0.9900 1.2171
*
```

5.
Entry from the Open Molecules 2025 dataset: C9H7NO4SSr as an isolated structure at a distorted geometry (ωB97M-V with the def2-TZVPD basis set).

The calculation puts the orbital gap at 6.85 eV. The value obtained for the HOMO energy is -15.145 eV.

```
! wB97M-V def2-TZVPD RIJCOSX def2/J DEFGRID3
* xyz 2 1
Sr -0.0915 0.0340 0.0583
O 0.1190 3.8738 0.4055
C 0.0419 2.7253 0.3531
C -0.2105 -2.6656 0.1249
O -0.2425 -3.8156 0.0783
C 2.6508 -0.0864 0.0035
O 3.7980 -0.1370 -0.0370
C -2.7909 0.1683 0.0899
O -3.9341 0.2298 -0.0461
C -0.0288 0.7195 -5.0409
H -0.9413 1.3308 -5.0403
H 0.9373 1.2412 -5.0203
C -0.0930 -0.6260 -5.0980
H 0.8189 -1.2376 -5.1252
H -1.0587 -1.1466 -5.1451
S -0.9979 -0.1292 4.8488
C 0.7432 -0.0999 4.6472
C 1.0925 -0.0524 3.3161
N -0.0177 -0.0347 2.4623
C -1.1855 -0.0734 3.1366
H 1.4448 -0.1171 5.4708
H 2.1118 -0.0294 2.8948
H -2.1657 -0.0719 2.6626
*
```

6.
Entry from the Open Molecules 2025 dataset: C9H8Br9NO2 as an isolated structure at a distorted geometry (ωB97M-V with the def2-TZVPD basis set).

The calculation puts the orbital gap (spin up / spin down) at 7.01 / 2.99 eV. The value obtained for the HOMO energy (spin up / spin down) is -12.184 / -12.183 eV.

```
! wB97M-V def2-TZVPD RIJCOSX def2/J DEFGRID3
* xyz 1 2
C -4.4849 3.7785 0.1536
Br -5.4015 2.8236 -1.3255
Br -2.8146 2.8920 0.7619
Br -5.6604 3.9468 1.6721
H -4.1225 4.7481 -0.1878
C 0.4144 1.2317 0.1331
Br -0.7439 0.1208 -1.0602
Br 2.2428 1.5560 -0.5312
Br 0.4840 0.4548 1.9227
H -0.0449 2.2199 0.1591
C 1.4364 4.9444 -1.0930
Br 1.5910 4.3875 -2.9787
Br -0.4155 5.3779 -0.7463
Br 2.7448 6.4112 -0.5863
H 1.6876 4.1245 -0.4201
C 1.7616 -3.3523 -1.4339
C 0.7531 -4.2185 -1.2393
C 0.1726 -4.3846 0.0105
C 0.5294 -3.5418 1.1002
C 1.5808 -2.6270 0.8780
C 2.1563 -2.4825 -0.4063
N -0.1878 -3.6942 2.4011
O 0.1910 -2.8967 3.2208
O -0.9156 -4.6133 2.6723
H 2.2771 -3.3913 -2.3822
H 0.3625 -4.8516 -2.0222
H -0.5138 -5.2079 0.1425
H 1.9969 -2.0295 1.6757
H 2.9231 -1.7266 -0.4906
*
```

7.
Entry from the Open Molecules 2025 dataset: C9H8BrIN2O2 as an isolated structure at a distorted geometry (ωB97M-V with the def2-TZVPD basis set).

The calculation puts the orbital gap at 8.50 eV. The value obtained for the HOMO energy is -8.493 eV.

```
! wB97M-V def2-TZVPD RIJCOSX def2/J DEFGRID3
* xyz 0 1
C -2.9598 -0.8811 -1.3057
C -2.6426 -0.7059 0.0370
C -1.9821 -0.7619 -2.1895
C -1.3055 -0.2871 0.3626
C -0.6248 -0.5809 -1.8576
C -0.2709 -0.4093 -0.5764
C 3.3084 0.6542 1.5766
C 1.9520 0.2552 -0.9791
C 3.7797 0.3110 0.2687
N 3.8466 1.7412 2.1100
N 1.0472 -0.1278 -0.1442
O 2.3861 0.0218 2.1173
O 2.2343 0.4223 -2.1029
Br 5.0258 1.4724 -0.7131
I 4.2085 -1.8295 0.0566
H -4.0525 -1.0013 -1.5473
H -3.3720 -0.7257 0.9414
H -2.2073 -0.9584 -3.2105
H -0.9858 -0.0482 1.4298
H -0.0588 -0.4804 -2.8393
H 4.7647 2.1846 1.7202
H 3.5237 2.2244 2.9384
H 1.1933 -0.1291 0.9092
*
```

8.
Entry from the Open Molecules 2025 dataset: a 2-piece molecular cluster, C9H8BrNO2 overall at a distorted geometry (ωB97M-V with the def2-TZVPD basis set).

The calculation puts the orbital gap at 8.17 eV. The value obtained for the HOMO energy is -8.130 eV. Its SMILES is O=C(O)c1[nH]cc2ccccc12.Br.

```
! wB97M-V def2-TZVPD RIJCOSX def2/J DEFGRID3
* xyz 0 1
C -1.9670 2.7918 0.3181
C -1.8535 2.5143 1.7490
C -1.3129 2.0647 -0.6346
C -1.1881 1.3803 2.1415
C -0.5469 0.9898 -0.2258
C -0.5864 0.5637 1.1654
C 0.6432 -1.5412 2.1344
C 0.2144 0.1095 -1.0005
C 0.2787 -0.5485 1.1845
N 0.6163 -0.8271 -0.0883
O 1.3026 -2.5201 1.8906
O 0.3311 -1.2218 3.4603
Br 3.2158 -3.1109 -3.1590
H -2.4006 3.7906 0.0788
H -2.3766 3.2161 2.3541
H -1.3968 2.3719 -1.7065
H -1.1245 1.0095 3.1542
H 0.3495 -0.1485 -2.0040
H 3.4049 -3.9501 -1.9593
H -0.3490 -0.4605 3.4619
H 1.3372 -1.5012 -0.3497
*
```

9.
Entry from the Open Molecules 2025 dataset: C9H8Cl2N2OSSeTi as an isolated structure at a distorted geometry (ωB97M-V with the def2-TZVPD basis set).

The calculation puts the orbital gap at 7.16 eV. The value obtained for the HOMO energy is -15.884 eV.

```
! wB97M-V def2-TZVPD RIJCOSX def2/J DEFGRID3
* xyz 2 1
Ti 1.2049 1.2400 0.2756
Cl 3.1505 1.9402 -0.1172
C 0.5102 2.5226 1.6826
C 1.2472 3.4626 2.4049
C 0.6464 4.2127 3.4147
C -0.6918 4.0427 3.7189
C -1.4537 3.0910 3.0412
Cl -3.0982 2.8319 3.4361
C -0.8418 2.3417 2.0296
S -1.7826 1.0908 1.1466
H 2.3033 3.6070 2.1856
H 1.2295 4.9305 3.9726
H -1.1491 4.6319 4.4974
C 0.3093 4.1010 -1.4771
C 0.2589 2.7164 -2.0256
N 0.1023 2.5360 -3.3129
O 0.3537 1.7133 -1.2427
H 1.1128 4.6710 -1.9479
H 0.4664 4.0802 -0.3924
H -0.6200 4.6320 -1.6932
H 0.0103 3.3133 -3.9570
H 0.0676 1.6029 -3.7150
Se -1.5868 -0.6849 2.5316
C 0.0791 -0.6590 1.9156
N 1.0927 -0.3338 1.4197
*
```

10.
Entry from the Open Molecules 2025 dataset: C9H8ClOP as an isolated structure at a distorted geometry (ωB97M-V with the def2-TZVPD basis set).

The calculation puts the orbital gap (spin up / spin down) at 7.71 / 7.71 eV. The value obtained for the HOMO energy (spin up / spin down) is -8.582 / -8.582 eV.

```
! wB97M-V def2-TZVPD RIJCOSX def2/J DEFGRID3
* xyz 0 1
C 2.8738 0.7825 0.1004
C 2.5121 0.4495 1.4255
C 1.9481 0.7442 -0.9197
C 1.2994 -0.1351 1.7085
C 0.6164 0.2284 -0.6899
C 0.4174 -0.2501 0.5979
C -0.3551 0.1398 -1.7524
C -1.6562 -0.0015 -1.5873
C -2.9959 -1.8309 0.2613
O -0.8270 -0.7537 0.8435
P -2.2155 -0.4265 0.0324
Cl -2.6997 1.8403 1.3834
H 3.6112 1.5476 -0.1176
H 3.2323 0.6259 2.2217
H 2.2675 1.1058 -1.9114
H 0.9265 -0.2300 2.6610
H -0.0118 0.4230 -2.6595
H -2.3284 0.1501 -2.3871
H -2.7375 -2.3583 1.0998
H -3.8774 -2.0509 -0.3104
*
```

11.
Entry from the Open Molecules 2025 dataset: a 2-piece molecular cluster, C9H8FN2O9PS overall at a distorted geometry (ωB97M-V with the def2-TZVPD basis set).

The calculation puts the orbital gap at 7.85 eV. The value obtained for the HOMO energy is -9.096 eV. Its SMILES is O=C(F)NC(=O)OC(=O)OP(O)(O)=S.O=[N+]([O-])c1ccccc1.

```
! wB97M-V def2-TZVPD RIJCOSX def2/J DEFGRID3
* xyz 0 1
O 0.6451 4.7398 0.7493
C 0.6745 4.4046 -0.3941
F 1.7980 4.3708 -1.0623
N -0.4622 3.9918 -1.0688
C -0.6271 4.5311 -2.3709
O -0.9994 5.6249 -2.6168
O -0.3050 3.6763 -3.4317
C -1.2191 2.6844 -3.5859
O -2.3813 2.9193 -3.6840
O -0.7936 1.3754 -3.7031
P -0.0169 0.7040 -2.4453
O -0.9332 0.8222 -1.1393
O 0.1314 -0.8454 -2.7711
S 1.7512 1.4227 -2.1054
H -1.2850 4.0913 -0.4943
H -0.2780 0.9988 -0.4552
H 0.7711 -1.1394 -2.0957
C -0.1049 -4.1695 3.9024
C 0.9332 -4.5489 3.0617
C 1.1943 -3.8235 1.9122
C 0.4101 -2.7208 1.6230
C -0.6322 -2.3337 2.4465
C -0.8887 -3.0659 3.5927
N 0.6975 -1.9378 0.4222
O 1.6010 -2.3054 -0.3018
O 0.0186 -0.9545 0.1941
H -0.3032 -4.7355 4.8028
H 1.5408 -5.4092 3.3045
H 2.0018 -4.1193 1.2589
H -1.2407 -1.4740 2.2079
H -1.6979 -2.7746 4.2474
*
```

12.
Entry from the Open Molecules 2025 dataset: a 3-piece molecular cluster, C9H8N2O2 overall at a distorted geometry (ωB97M-V with the def2-TZVPD basis set).

The calculation puts the orbital gap (spin up / spin down) at 8.15 / 8.15 eV. The value obtained for the HOMO energy (spin up / spin down) is -8.066 / -8.067 eV.

```
! wB97M-V def2-TZVPD RIJCOSX def2/J DEFGRID3
* xyz 0 1
C -1.8487 2.5147 -0.9022
C -0.9359 1.9849 -0.1541
C -3.1586 2.5017 -1.2057
C -2.8322 0.1242 -0.5033
C -3.4349 1.2110 -0.9640
C 0.5588 -0.7705 -0.8427
C -1.7997 -3.6430 0.3395
C -1.2783 1.0746 0.8820
C 1.1102 -0.9514 1.4869
N -2.1368 0.1350 0.6719
N 0.4094 -0.4105 0.3270
O -1.7079 -3.1964 -0.7289
O -1.8875 -3.9715 1.4116
H -3.7548 3.2537 -1.6034
H -2.8526 -0.9022 -0.9249
H 0.8698 -1.7995 -1.1334
H 0.2338 -0.1780 -1.6951
H -0.8273 1.1757 1.7726
H 1.8587 -0.2566 1.5880
H 1.6760 -1.9000 1.4104
H 0.4274 -1.0454 2.4227
*
```

What is the formula in the eighth record?
C9H8BrNO2